{"formula": "C22H23AuNO6PS3Se2Si", "method": "ωB97M-V with the def2-TZVPD basis set", "elements": ["Au", "Se", "P", "Se", "C", "C", "C", "C", "C", "C", "C", "C", "C", "C", "C", "C", "H", "H", "H", "H", "H", "H", "H", "H", "H", "H", "O", "S", "O", "O", "O", "C", "Si", "C", "C", "H", "H", "H", "H", "H", "H", "H", "H", "H", "O", "S", "O", "N", "C", "S", "C", "C", "C", "C", "C", "C", "H", "H", "H", "H"], "coordinates": [[1.51340, 0.44788, 1.43719], [2.82556, -0.85360, -0.31621], [1.66255, 2.52013, 0.39450], [0.13678, 3.78069, 1.19620], [1.55078, 2.40287, -1.41609], [0.65651, 1.48319, -1.95698], [0.46282, 1.41158, -3.32990], [1.18053, 2.25637, -4.16568], [2.07728, 3.17522, -3.63277], [2.25821, 3.25604, -2.25989], [3.33153, 3.22558, 0.67191], [3.49703, 4.42625, 1.34975], [4.76977, 4.94625, 1.55362], [5.88353, 4.26893, 1.08148], [5.72278, 3.06390, 0.40730], [4.45490, 2.54242, 0.20583], [0.08468, 0.81460, -1.32551], [-0.25931, 0.70339, -3.72120], [1.03652, 2.20154, -5.23857], [2.63394, 3.83678, -4.28690], [2.94837, 3.98191, -1.84670], [2.61582, 4.94268, 1.71175], [4.88801, 5.88327, 2.08493], [6.87601, 4.67361, 1.24245], [6.58796, 2.52294, 0.04333], [4.33326, 1.59160, -0.29969], [-2.31645, -2.70337, -2.87876], [-2.51758, -1.10394, -2.67557], [-3.90237, -0.95047, -2.27271], [-1.57089, -0.75845, -1.61713], [-2.19523, -0.55845, -3.97546], [-0.12366, -3.56828, -1.11408], [-1.89364, -3.75450, -1.65303], [-2.11815, -5.43174, -2.46694], [-3.05934, -3.59922, -0.20718], [0.13248, -4.33051, -0.37237], [0.05010, -2.58569, -0.67578], [0.56190, -3.67069, -1.95891], [-1.87733, -6.23995, -1.77084], [-1.46414, -5.52487, -3.33713], [-3.14918, -5.56267, -2.80207], [-4.08203, -3.84823, -0.49780], [-3.06068, -2.57517, 0.16665], [-2.75427, -4.25843, 0.61058], [-2.77866, -2.81731, 5.50593], [-2.27147, -1.48570, 5.29765], [-2.54526, -0.51092, 6.32094], [-0.65671, -1.52902, 4.98100], [-0.39644, -1.12611, 3.77297], [1.24092, -1.08308, 3.25125], [-1.59634, -0.76022, 2.94426], [-1.70469, -0.38685, 1.61465], [-2.96696, -0.10736, 1.09854], [-4.10145, -0.21555, 1.89358], [-4.00568, -0.62488, 3.21888], [-2.74641, -0.88981, 3.70757], [-0.84934, -0.34309, 0.95213], [-3.05658, 0.14783, 0.05183], [-5.07140, -0.00597, 1.46068], [-4.88233, -0.74331, 3.84254]], "forces_ev_per_angstrom": [[0.1, 0.1, 0.1], [0.0, 0.0, 0.0], [0.0, 0.0, 0.0], [0.0, 0.0, 0.0], [0.0, 0.0, 0.0], [0.0, 0.0, 0.0], [0.0, 0.0, 0.0], [0.0, 0.0, 0.0], [0.0, 0.0, 0.0], [0.0, 0.0, 0.0], [0.0, 0.0, 0.0], [0.0, 0.0, 0.0], [0.0, 0.0, 0.0], [0.0, 0.0, 0.0], [0.0, 0.0, 0.0], [0.0, 0.0, 0.0], [0.0, 0.0, 0.0], [0.0, 0.0, 0.0], [0.0, 0.0, 0.0], [0.0, 0.0, 0.0], [0.0, 0.0, 0.0], [0.0, 0.0, 0.0], [0.0, 0.0, 0.0], [0.0, 0.0, 0.0], [0.0, 0.0, 0.0], [0.0, 0.0, 0.0], [0.0, 0.0, 0.0], [-0.1, 0.0, 0.1], [0.0, 0.0, 0.0], [0.0, -0.1, -0.1], [0.0, 0.0, 0.0], [0.0, 0.0, 0.0], [0.0, 0.0, 0.0], [0.0, 0.0, 0.0], [0.0, 0.0, 0.0], [0.0, 0.0, 0.0], [0.0, 0.0, 0.0], [0.0, 0.0, 0.0], [0.0, 0.0, 0.0], [0.0, 0.0, 0.0], [0.0, 0.0, 0.0], [0.0, 0.0, 0.0], [0.0, 0.0, 0.0], [0.0, 0.0, 0.0], [0.0, 0.0, 0.0], [0.0, 0.0, 0.0], [0.0, 0.0, 0.0], [0.0, 0.0, 0.0], [0.0, 0.0, 0.0], [0.0, -0.1, -0.1], [0.0, 0.0, 0.0], [0.0, 0.0, 0.0], [0.0, 0.0, 0.0], [0.0, 0.0, 0.0], [0.0, 0.0, 0.0], [0.0, 0.0, 0.0], [0.0, 0.0, 0.0], [0.0, 0.0, 0.0], [0.0, 0.0, 0.0], [0.0, 0.0, 0.0]], "mulliken_charge": [0.6234, -0.4558, 0.4177, -0.4712, 0.2432, -0.0330, -0.7100, -0.5030, -0.6035, -0.2790, 0.4285, -0.3978, -0.5484, -0.3649, -0.6334, -0.1286, 0.2157, 0.4237, 0.3717, 0.3522, 0.3893, 0.2266, 0.3636, 0.3490, 0.3725, 0.1197, -0.4144, 1.1627, -0.7135, -0.6084, -0.7491, -0.5362, 0.4937, -1.0847, -0.4801, 0.3604, -0.1113, 0.2992, 0.2988, 0.2515, 0.2575, 0.3176, -0.1473, 0.3540, -0.6651, 1.1961, -0.6659, -0.6245, 0.3911, -0.4305, 0.4857, 0.9281, -1.0443, -0.4621, -0.7913, 0.2392, -0.5032, 0.4140, 0.4226, 0.3913], "gap_ev": [6.5826, 5.9438], "de_lowest_kj_mol": 0.0, "e_lumo_ha": [0.152, 0.109], "total_charge": -2, "multiplicity": 3}